1.
This record from OMol25 describes a structure of composition C39H30ClN5O3Ru. The level of theory is ωB97M-V/def2-TZVPD.

Last column: Mulliken charge in e.
CARTESIAN COORDINATES (ANGSTROEM)
Ru: -0.67870 -0.41974 -0.22814  -0.20
Cl: -4.91319 3.92415 3.54216  -0.28
C: -3.71331 2.79356 2.96578  0.21
C: -3.47451 1.62137 3.69319  -0.60
C: -2.52311 0.73191 3.26978  -0.30
C: -1.76135 0.93713 2.08357  0.50
O: -0.84824 0.07283 1.78972  -0.85
C: -2.05632 2.12796 1.35070  0.27
C: -1.27683 2.49385 0.18529  -0.15
N: -0.62561 1.62839 -0.49825  0.59
C: 0.37046 1.98513 -1.42859  -0.33
C: 0.37558 3.08678 -2.24166  -0.55
C: 1.47399 3.34192 -3.08825  -0.83
C: 2.55519 2.50388 -3.10478  -0.85
C: 2.56811 1.34625 -2.29082  1.35
C: 3.64861 0.42660 -2.27044  -0.75
C: 3.57840 -0.67183 -1.46838  -0.99
C: 2.41123 -0.88624 -0.70002  -0.56
N: 1.38980 -0.06556 -0.70866  0.18
C: 1.46096 1.07354 -1.47674  0.40
C: -3.00506 3.04759 1.82327  -0.91
H: -4.04864 1.42701 4.59005  0.39
H: -2.32754 -0.18523 3.80986  0.40
H: -1.18292 3.55925 -0.03819  0.37
H: -0.47162 3.76037 -2.24704  0.49
H: 1.45019 4.21427 -3.72846  0.38
H: 3.40381 2.70099 -3.74844  0.38
H: 4.51379 0.61294 -2.89542  0.39
H: 4.37717 -1.39833 -1.42135  0.44
H: 2.31289 -1.77053 -0.08449  0.89
H: -3.17951 3.96086 1.26658  0.40
C: -1.48760 -1.84094 -3.72721  -1.41
C: -2.55536 -2.35283 -2.79452  1.38
C: -3.31248 -3.46502 -3.14802  -0.34
C: -4.33888 -3.93178 -2.34502  -0.93
C: -4.64358 -3.25102 -1.17124  -0.84
C: -3.92782 -2.12988 -0.78435  1.47
C: -4.28017 -1.35785 0.45200  -0.97
C: -2.84285 -1.68653 -1.58323  -0.42
N: -2.18904 -0.52946 -1.21385  -0.99
H: -0.99008 -2.67702 -4.22717  0.31
H: -0.73168 -1.27143 -3.19205  0.06
H: -1.91408 -1.19424 -4.50123  0.42
H: -3.07910 -3.98219 -4.07335  0.40
H: -4.90028 -4.81358 -2.63208  0.36
H: -5.45959 -3.59111 -0.54107  0.33
H: -5.18803 -1.75443 0.91126  0.43
H: -4.43068 -0.29977 0.21878  0.22
H: -3.46908 -1.41074 1.18039  -0.08
O: -1.88402 -2.90004 1.85979  -0.68
C: -1.09643 -3.26947 1.01717  -0.56
N: -0.63844 -4.58589 0.92328  -0.01
C: 0.14225 -4.76562 -0.28192  3.57
C: 0.18446 -3.30352 -0.80448  -0.79
O: 0.82194 -2.98043 -1.80041  -0.73
N: -0.50150 -2.50402 0.02799  0.79
C: 1.58158 -5.18292 0.00986  -0.69
C: 2.07412 -5.19132 1.30849  -0.30
C: 3.40297 -5.51692 1.55700  -0.91
C: 4.25273 -5.83010 0.50830  -0.43
C: 3.76552 -5.81516 -0.79310  -0.97
C: 2.44077 -5.49452 -1.04223  -0.01
C: -0.51631 -5.74146 -1.25601  -0.50
C: -0.99902 -6.95151 -0.76146  -0.29
C: -1.59101 -7.88191 -1.59960  -0.96
C: -1.69705 -7.62037 -2.95869  -0.53
C: -1.20536 -6.42690 -3.46029  -1.09
C: -0.61760 -5.49119 -2.61866  0.41
H: -1.28677 -5.28725 1.23901  0.32
H: 1.40943 -4.93233 2.12140  0.42
H: 3.76904 -5.52016 2.57638  0.40
H: 5.28804 -6.08331 0.70108  0.40
H: 4.42186 -6.05365 -1.62142  0.40
H: 2.06909 -5.47298 -2.05754  0.41
H: -0.90153 -7.18620 0.29278  0.36
H: -1.96594 -8.81195 -1.19059  0.39
H: -2.16349 -8.34038 -3.61962  0.40
H: -1.29081 -6.20710 -4.51776  0.41
H: -0.24625 -4.55477 -3.00982  0.50

The calculation puts the HOMO energy (alpha / beta) at -3.1 / -3.5 eV. The largest force on an atom comes out at 0.5 eV/Å. The energy comes out at -69631.2339 eV. As for the total charge: -1. Its spin multiplicity is 2.

***

2.
This record from OMol25 describes a structure of composition C39H30F5N2O3PS4TeTl. The level of theory is ωB97M-V/def2-TZVPD.

Last column: Mulliken charge in e.
CARTESIAN COORDINATES (ANGSTROEM)
Tl: -1.49231 -0.29530 1.23617  1.00
S: -3.19946 -3.59649 -2.83842  -0.45
C: -4.19000 -2.68125 -3.97511  0.36
C: -4.57131 -3.31342 -5.15872  -0.75
C: -5.41950 -2.68339 -6.05084  -0.55
C: -5.85910 -1.39212 -5.77170  -0.51
C: -5.45015 -0.74688 -4.62070  -0.51
C: -4.61444 -1.37161 -3.68038  0.14
S: -4.08551 -0.53679 -2.25118  -0.38
H: -4.19640 -4.30796 -5.36723  0.43
H: -5.72154 -3.18631 -6.96037  0.36
H: -6.51498 -0.88024 -6.46589  0.34
H: -5.77579 0.26485 -4.41622  0.43
O: 0.61942 -0.87674 5.88082  -0.76
S: 0.64524 -1.10772 4.45702  1.64
O: 0.93374 -2.49864 4.08339  -0.99
O: -0.52046 -0.58763 3.73736  -0.51
C: 2.03405 -0.18904 3.83254  -0.26
C: 3.27135 -0.79238 4.02221  -0.95
C: 4.42914 -0.17896 3.58114  -0.80
C: 4.34451 1.05199 2.95277  -0.64
C: 3.11214 1.66007 2.78014  -0.75
C: 1.92694 1.05719 3.21461  1.37
P: 0.30403 1.85262 2.82402  0.02
C: -0.34907 2.34046 4.45721  0.62
C: -1.66812 2.79041 4.49704  -0.45
C: -2.23572 3.21048 5.68845  -0.70
C: -1.49184 3.17051 6.86149  -0.46
C: -0.18507 2.71023 6.83249  -0.78
C: 0.38687 2.29991 5.63508  0.18
C: 0.86426 3.48542 2.18815  -0.65
C: 1.08631 3.59241 0.81614  -0.09
C: 1.52114 4.78361 0.25474  -0.53
C: 1.72491 5.89432 1.06178  -0.52
C: 1.49510 5.80379 2.42744  -0.79
C: 1.07087 4.60700 2.98896  -0.32
H: 3.30374 -1.76213 4.50038  0.52
H: 5.38720 -0.66414 3.71672  0.34
H: 5.23758 1.54396 2.58839  0.39
H: 3.07450 2.62121 2.28658  0.34
H: -2.25614 2.80507 3.58551  0.39
H: -3.26146 3.55679 5.70430  0.40
H: -1.93684 3.48437 7.79745  0.37
H: 0.39459 2.65585 7.74514  0.41
H: 1.40390 1.93013 5.63067  0.38
H: 0.92439 2.72920 0.18342  0.67
H: 1.69163 4.84276 -0.81308  0.48
H: 2.05750 6.82873 0.62738  0.38
H: 1.64824 6.66913 3.06065  0.40
H: 0.89683 4.54509 4.05588  0.39
C: 0.02845 -3.16315 -2.72307  -1.35
Te: -1.64974 -1.90142 -2.14706  0.54
C: -1.28909 -0.99491 -4.04196  -1.05
C: -0.22917 -1.76748 -4.77040  0.41
C: 0.11763 -1.43382 -6.07893  -0.74
C: 1.08330 -2.15586 -6.75667  -0.60
C: 1.71168 -3.22624 -6.12961  -0.57
C: 1.37011 -3.56013 -4.83135  -0.77
C: 0.40158 -2.83438 -4.13858  0.92
H: -0.26106 -4.20308 -2.58176  0.66
H: 0.85113 -2.94409 -2.03662  0.34
H: -1.02109 0.04298 -3.84004  0.49
H: -2.24510 -1.00149 -4.56566  0.66
H: -0.37980 -0.60220 -6.56390  0.48
H: 1.34530 -1.88796 -7.77238  0.41
H: 2.46724 -3.79763 -6.65401  0.40
H: 1.85868 -4.39263 -4.33875  0.49
F: 2.24782 -1.08021 0.90104  -0.52
C: 1.89770 -0.25659 -0.12741  0.52
C: 0.57216 0.01613 -0.37715  -0.97
C: 0.36706 0.85295 -1.44899  0.59
F: -0.91202 1.22495 -1.77280  -0.52
C: 1.36832 1.39368 -2.23938  0.32
F: 1.10115 2.20915 -3.27488  -0.43
C: 2.68333 1.09820 -1.92606  0.72
F: 3.68303 1.60889 -2.65676  -0.38
C: 2.95602 0.26384 -0.85594  0.33
F: 4.23201 -0.02538 -0.55941  -0.42
N: -1.16101 -4.04347 2.78988  -0.29
C: -0.88669 -3.75231 1.51472  0.54
N: 0.14209 -2.90953 1.32527  0.06
S: -1.80652 -4.36375 0.23879  -0.38
H: -0.63542 -3.59502 3.53636  0.29
H: -1.99031 -4.57507 2.97701  0.19
H: 0.71867 -2.62880 2.11382  0.18
H: 0.46762 -2.75254 0.38887  -0.20

The calculation puts the HOMO energy at -5.2 eV. The largest force on an atom comes out at 0.2 eV/Å. The energy comes out at -128259.9296 eV. As for the total charge: -1.

***

3.
This record from OMol25 describes a structure of composition C39H30N5O6ReS. The level of theory is ωB97M-V/def2-TZVPD.

Last column: Mulliken charge in e.
CARTESIAN COORDINATES (ANGSTROEM)
Re: -0.34170 0.19480 0.05530  0.99
O: -4.21600 0.15050 -3.58200  -0.67
C: -3.26020 0.83750 -4.21270  0.29
C: -3.34480 0.96730 -5.60070  -0.68
C: -2.38630 1.66110 -6.30470  -0.40
C: -1.31700 2.25930 -5.64100  -0.81
C: -1.19950 2.11770 -4.28040  -0.47
C: -2.14970 1.39530 -3.54860  0.42
C: -1.87900 1.13230 -2.14340  0.87
O: -0.72710 1.38720 -1.66450  -0.76
N: -2.82920 0.59800 -1.36830  -1.21
N: -2.40080 0.37010 -0.12930  0.65
C: -3.23010 0.26210 0.87230  -0.21
C: -2.82290 0.39160 2.23100  0.30
C: -3.65730 -0.01810 3.28400  -0.71
C: -3.33690 0.23850 4.59300  -0.82
C: -2.19730 0.99290 4.89180  -0.49
C: -1.38390 1.45910 3.89560  -0.52
C: -1.61790 1.12850 2.53890  0.91
O: -0.77740 1.50000 1.64340  -1.02
H: -4.06790 0.18960 -2.61530  0.50
H: -4.18170 0.50490 -6.09840  0.47
H: -2.46350 1.73930 -7.37910  0.40
H: -0.57930 2.81430 -6.19660  0.43
H: -0.36770 2.54780 -3.74780  0.52
H: -4.29150 0.17890 0.65410  0.61
H: -4.55740 -0.56300 3.04440  0.51
H: -3.96660 -0.12810 5.38840  0.43
H: -1.95590 1.20790 5.91920  0.47
H: -0.50270 2.04230 4.10870  0.52
O: 3.25710 1.50340 3.22250  -0.56
C: 2.85850 0.68210 4.19760  0.49
C: 3.52250 0.71580 5.42660  -0.58
C: 3.13440 -0.11380 6.45460  -0.49
C: 2.06030 -0.98800 6.29570  -0.97
C: 1.39870 -1.04060 5.09210  -0.76
C: 1.78930 -0.22500 4.02640  0.00
C: 1.13510 -0.34930 2.73160  1.13
O: 1.53380 0.30810 1.72500  0.13
N: 0.16930 -1.27160 2.62830  -1.62
N: -0.34230 -1.36700 1.42860  1.36
C: -0.92270 -2.47330 1.03090  -1.07
C: -1.12220 -2.59600 -0.37540  1.13
C: -1.62640 -3.74350 -1.00120  -1.12
C: -1.59870 -3.82830 -2.37610  -0.36
C: -1.05200 -2.77620 -3.10850  -1.08
C: -0.59660 -1.65820 -2.43820  -0.40
N: -0.65090 -1.55110 -1.11180  0.63
H: 2.69000 1.33410 2.43340  -0.33
H: 4.34280 1.40730 5.55070  0.50
H: 3.66970 -0.09030 7.39180  0.44
H: 1.76070 -1.62760 7.11200  0.48
H: 0.58060 -1.72210 4.92510  0.51
H: -1.06720 -3.29930 1.71040  0.56
H: -2.02760 -4.53940 -0.39610  0.55
H: -1.97910 -4.70460 -2.87910  0.47
H: -0.98910 -2.82030 -4.18420  0.51
H: -0.15000 -0.82470 -2.96430  0.72
O: 1.70940 -0.09830 -1.21230  -0.02
S: 3.17190 0.04300 -0.92770  -0.31
C: 3.37950 1.68740 -0.18930  0.66
C: 4.66270 2.10620 0.11990  -0.54
C: 4.84890 3.35940 0.67590  -0.65
C: 3.76400 4.20220 0.86450  -0.68
C: 2.49450 3.79910 0.48600  -0.77
C: 2.29610 2.53490 -0.04270  -0.44
C: 3.43500 -1.05430 0.51340  0.87
C: 4.35020 -0.80680 1.52140  -0.22
C: 4.47260 -1.71220 2.56290  -0.57
C: 3.70060 -2.86120 2.58770  -0.59
C: 2.80370 -3.11340 1.56340  -0.71
C: 2.67980 -2.21650 0.51630  -0.54
H: 5.50360 1.46410 -0.08760  0.66
H: 5.83900 3.68420 0.94800  0.46
H: 3.91300 5.18580 1.28470  0.43
H: 1.65900 4.47570 0.59250  0.49
H: 1.30430 2.22250 -0.35030  0.62
H: 4.94860 0.08840 1.52070  0.02
H: 5.16650 -1.50990 3.36280  0.51
H: 3.80230 -3.56570 3.39940  0.43
H: 2.20730 -4.01070 1.57710  0.45
H: 1.98390 -2.40270 -0.28990  0.58

The calculation puts the HOMO energy (alpha / beta) at -10.5 / -10.5 eV. The largest force on an atom comes out at 3.5 eV/Å. The energy comes out at -73624.3013 eV. As for the total charge: +1. Its spin multiplicity is 2.

***

Quick rundown of ΔE to the lowest compared entry with this formula, charge and spin, same order as above: 0.0, 20.5, 120.1 kJ/mol